{"formula": "C78H125N7O38P6", "method": "ωB97M-V with the def2-TZVPD basis set", "molar_mass_g_mol": 1954.713, "de_lowest_kcal_mol": 67.5, "e_homo_ev": -9.257, "homo_lumo_gap_ha": 0.3125, "symbols": ["P", "P", "P", "P", "P", "P", "O", "O", "O", "O", "O", "O", "O", "O", "O", "O", "O", "O", "O", "O", "O", "O", "O", "O", "O", "O", "O", "O", "O", "O", "O", "O", "O", "O", "O", "O", "O", "O", "O", "O", "O", "O", "O", "O", "N", "N", "N", "N", "N", "N", "N", "C", "C", "C", "C", "C", "C", "C", "C", "C", "C", "C", "C", "C", "C", "C", "C", "C", "C", "C", "C", "C", "C", "C", "C", "C", "C", "C", "C", "C", "C", "C", "C", "C", "C", "C", "C", "C", "C", "C", "C", "C", "C", "C", "C", "C", "C", "C", "C", "C", "C", "C", "C", "C", "C", "C", "C", "C", "C", "C", "C", "C", "C", "C", "C", "C", "C", "C", "C", "C", "C", "C", "C", "C", "C", "C", "C", "C", "C", "H", "H", "H", "H", "H", "H", "H", "H", "H", "H", "H", "H", "H", "H", "H", "H", "H", "H", "H", "H", "H", "H", "H", "H", "H", "H", "H", "H", "H", "H", "H", "H", "H", "H", "H", "H", "H", "H", "H", "H", "H", "H", "H", "H", "H", "H", "H", "H", "H", "H", "H", "H", "H", "H", "H", "H", "H", "H", "H", "H", "H", "H", "H", "H", "H", "H", "H", "H", "H", "H", "H", "H", "H", "H", "H", "H", "H", "H", "H", "H", "H", "H", "H", "H", "H", "H", "H", "H", "H", "H", "H", "H", "H", "H", "H", "H", "H", "H", "H", "H", "H", "H", "H", "H", "H", "H", "H", "H", "H", "H", "H", "H", "H", "H", "H", "H", "H", "H", "H", "H", "H", "H", "H", "H", "H"], "positions_angstrom": [[-21.729974, -16.240559, -16.161944], [-21.705387, -15.354001, -10.275194], [-25.883972, -11.554286, -14.215776], [-25.104724, -15.675504, -1.649363], [-29.029473, -20.847290, -16.503765], [-27.822175, -17.323175, -12.231006], [-28.148565, -15.989300, -11.408339], [-23.125612, -15.041575, -10.392957], [-30.034345, -21.198082, -15.384444], [-24.438616, -11.442120, -14.906442], [-25.922061, -10.407096, -13.116785], [-34.095302, -12.425386, -10.828762], [-32.382335, -13.371532, -9.961730], [-29.339604, -20.403355, -5.660806], [-23.055388, -16.731037, -16.915287], [-32.404811, -18.779136, -10.314133], [-26.850272, -11.112797, -15.401125], [-30.418458, -12.881522, -4.695797], [-22.226203, -15.795044, -14.740367], [-20.978049, -15.206707, -16.891810], [-26.271159, -12.890824, -13.702131], [-25.872271, -12.396077, -7.989037], [-28.710798, -11.724674, -4.208476], [-25.371062, -14.276773, -2.382124], [-21.677141, -21.622793, -5.786658], [-24.870518, -20.483127, -13.833414], [-23.904960, -15.297612, -0.657738], [-28.865766, -18.348948, -12.246651], [-23.546614, -20.754490, -12.117050], [-20.906346, -17.537167, -15.832592], [-29.635623, -21.644823, -17.723810], [-29.398368, -19.325742, -16.862154], [-21.341737, -16.619894, -11.094026], [-26.462580, -17.866696, -11.641801], [-27.269177, -16.779872, -13.618705], [-22.715616, -19.885034, -5.059818], [-25.940242, -14.556131, -7.442345], [-24.377412, -16.429709, -2.805791], [-29.051397, -20.973391, -7.727056], [-26.262226, -16.269651, -1.019056], [-21.230227, -15.520106, -8.755292], [-20.615751, -14.276820, -10.775150], [-33.949456, -17.411066, -9.829402], [-27.607013, -20.979250, -16.209180], [-29.600685, -12.042043, -4.971702], [-29.233469, -20.155740, -6.859357], [-25.490436, -13.386244, -7.397964], [-23.828844, -20.737931, -13.327792], [-33.078032, -17.800940, -10.538081], [-33.007898, -12.950098, -10.909833], [-22.717585, -20.991472, -5.594564], [-25.891101, -18.642700, -9.445186], [-32.096369, -12.023966, -14.387976], [-22.778884, -14.064543, -4.875701], [-29.643250, -16.561495, -6.526414], [-29.463788, -18.776064, -7.237503], [-26.378104, -8.715771, -15.548304], [-26.321424, -22.776209, -6.571082], [-24.208893, -17.866812, -18.725189], [-28.452365, -10.890641, -6.848594], [-30.114081, -12.970717, -13.326831], [-29.634522, -20.922271, -13.979607], [-26.951655, -17.786241, -14.590877], [-30.720470, -21.459038, -12.987539], [-21.553461, -21.604673, -13.592579], [-31.398865, -16.725928, -13.745425], [-22.165807, -12.765830, -4.893266], [-31.637642, -17.435759, -12.508187], [-19.398093, -17.382636, -15.656635], [-30.904108, -13.223740, -12.251154], [-28.385176, -10.429296, -8.157037], [-27.367508, -13.814075, -10.676168], [-23.336676, -17.721096, -13.709294], [-23.952028, -21.662486, -5.924041], [-33.756754, -16.294398, -12.374164], [-19.767616, -18.424542, -11.118152], [-21.501059, -17.019755, -6.782720], [-22.697654, -21.074905, -14.184084], [-26.256226, -21.861192, -5.524072], [-20.528698, -22.029487, -14.459758], [-22.912090, -17.329567, -18.238178], [-26.972455, -15.167121, -11.058528], [-30.625048, -11.231716, -8.465382], [-29.990691, -16.216493, -7.913639], [-32.275974, -15.786849, -14.245465], [-30.734970, -17.350329, -17.153105], [-32.801289, -17.117046, -11.775497], [-26.422621, -10.047369, -16.249973], [-23.815533, -18.666720, -2.106355], [-22.801062, -20.773346, -15.562836], [-22.753096, -11.670161, -5.540495], [-20.632662, -21.775710, -15.800027], [-26.326075, -18.981844, -10.814413], [-19.944557, -16.949927, -11.239679], [-23.796936, -11.935836, -6.423386], [-23.918382, -14.221197, -5.651605], [-29.564149, -11.540006, -6.364367], [-26.822966, -17.232072, -15.957640], [-23.949937, -22.704125, -6.863307], [-29.646036, -18.448501, -8.592310], [-30.696158, -11.731146, -7.181476], [-21.404746, -12.276487, -9.438379], [-25.778638, -10.735819, -11.684419], [-21.789682, -21.203106, -16.390820], [-23.356664, -16.236734, -13.946216], [-22.664604, -11.962937, -16.376997], [-25.082330, -21.191849, -5.277954], [-24.545033, -17.805256, -3.154699], [-22.984729, -13.419995, 0.430787], [-23.852467, -12.603451, -15.649764], [-27.359406, -14.862540, -3.793801], [-22.167695, -16.513291, -8.075700], [-30.725286, -12.361011, -14.410169], [-20.992022, -12.881333, -10.803241], [-30.700506, -18.870621, -16.943224], [-29.922882, -17.159056, -8.936302], [-26.668951, -13.889642, -2.853092], [-25.196147, -23.333763, -7.176702], [-29.377624, -17.856065, -6.210506], [-29.519201, -10.581297, -8.893015], [-32.847554, -12.243329, -13.234343], [-32.275498, -12.910205, -12.181193], [-28.628973, -22.654248, -18.166682], [-18.755901, -17.767059, -16.928413], [-24.146234, -14.339337, 0.289639], [-24.567093, -11.595063, -11.392882], [-29.164161, -23.228738, -19.474825], [-24.354536, -13.201161, -6.473399], [-33.486147, -15.628232, -13.613412], [-21.191918, -16.153537, -6.146699], [-27.141995, -21.850194, -4.904370], [-24.829101, -17.080788, -19.080236], [-25.382061, -10.287155, -16.590476], [-19.892750, -21.944224, -16.517098], [-23.140346, -12.639253, 1.155334], [-22.399361, -10.632005, -5.432164], [-30.405633, -21.245745, -11.974973], [-19.327751, -16.441458, -10.427087], [-23.241039, -15.685424, -13.049682], [-31.965009, -15.152501, -15.015244], [-25.786040, -9.703528, -11.229865], [-27.486051, -9.949080, -8.546973], [-28.499890, -24.012281, -19.943541], [-22.401232, -18.097644, -13.194735], [-24.817173, -20.495415, -4.492249], [-23.668866, -11.171045, -11.942820], [-24.374867, -15.260165, -5.682832], [-30.496921, -16.989563, -14.263962], [-23.723591, -20.313538, -15.907877], [-34.697824, -16.270082, -11.915473], [-28.137251, -13.891517, -9.895718], [-23.924162, -19.739879, -2.254812], [-20.561299, -17.560113, -7.027062], [-26.522712, -13.412480, -10.093886], [-29.047118, -13.187810, -13.293092], [-31.502987, -11.304345, -9.121329], [-27.583982, -10.868390, -6.243880], [-27.814852, -13.214015, -11.468931], [-23.973115, -18.566291, -19.536823], [-19.594877, -16.561875, -12.224746], [-22.365986, -14.893684, -4.333899], [-26.548649, -15.639779, -10.158835], [-31.596526, -12.194861, -6.751238], [-21.918081, -11.441525, -15.699188], [-31.762179, -17.037426, -17.353553], [-20.567303, -11.908794, -8.767550], [-24.582021, -12.894123, -16.466308], [-24.425472, -11.256057, -7.004370], [-27.654833, -22.221414, -18.232068], [-30.156854, -23.613414, -19.224258], [-25.090308, -13.785583, 0.103591], [-21.944780, -13.025283, -8.808662], [-29.397881, -19.838666, -13.929116], [-24.683255, -12.625543, -11.727541], [-34.271472, -15.008282, -14.071978], [-31.693986, -21.156375, -13.344633], [-18.780033, -18.844260, -17.132043], [-31.343832, -19.310979, -17.752593], [-26.627844, -18.128101, -8.772967], [-23.057163, -23.038533, -7.323650], [-24.154306, -17.973058, -4.123783], [-28.506063, -23.438957, -17.357081], [-29.249579, -22.347987, -20.110261], [-27.298066, -8.501238, -15.049546], [-28.707709, -21.512763, -13.815700], [-19.642088, -22.553563, -14.170343], [-27.098906, -10.136423, -17.057907], [-28.266755, -14.298884, -4.042801], [-29.481216, -10.221297, -9.857542], [-23.650269, -13.356597, -14.885379], [-32.544994, -11.586866, -15.245582], [-19.262789, -17.349135, -17.745587], [-25.247097, -24.150479, -7.903395], [-30.103430, -17.118064, -17.988610], [-29.731544, -15.774000, -5.808277], [-31.252722, -19.118187, -16.030232], [-22.190470, -13.971303, 0.765682], [-27.581552, -18.698037, -14.669332], [-24.292174, -11.648862, -10.279442], [-26.635241, -11.353731, -11.409943], [-30.140104, -16.895965, -10.024284], [-20.154389, -12.279023, -11.145695], [-25.975356, -18.274593, -14.211008], [-23.104100, -15.923093, -8.000584], [-20.182547, -18.782524, -10.196212], [-30.043093, -12.158077, -15.208743], [-21.751729, -20.898072, -17.447070], [-33.874765, -12.005459, -13.076101], [-22.021730, -11.389163, -9.490868], [-22.500056, -16.550774, -18.850314], [-25.962344, -16.546823, -16.111817], [-27.814762, -16.707159, -16.260020], [-25.568343, -8.724387, -14.797012], [-26.696884, -15.164815, -4.577623], [-30.376435, -16.622651, -16.456327], [-20.340026, -18.859552, -11.966596], [-21.629779, -21.990392, -12.548944], [-30.821358, -18.056252, -12.143669], [-24.804351, -18.374471, -17.926165], [-18.781086, -18.832180, -11.207154], [-24.409792, -14.734019, 1.291607], [-22.781620, -18.413032, -2.224486], [-22.163618, -18.164033, -18.125486], [-23.362765, -18.260981, -14.690910], [-26.773039, -18.043393, -16.679127], [-24.132795, -18.301070, -1.140482], [-29.634854, -19.273815, -9.344981], [-19.150026, -18.073053, -14.866931], [-25.648860, -19.650913, -11.301564], [-19.211406, -16.441136, -15.172854], [-30.700927, -22.548524, -13.223147], [-26.443125, -12.933614, -3.393418], [-25.448790, -19.503815, -8.965048], [-17.706245, -17.435556, -16.905890], [-25.586840, -18.064867, -3.132310], [-30.337352, -15.146477, -8.136699], [-27.256815, -23.305322, -6.876357], [-21.344303, -12.521374, -4.248728], [-22.105161, -12.688782, -16.962558], [-22.066499, -17.741777, -6.166569], [-26.207029, -15.311376, -11.851387], [-22.291937, -17.341701, -8.744082], [-23.111312, -11.170413, -17.090003], [-24.238577, -15.956255, -14.501252], [-30.473952, -13.742734, -11.380062], [-24.184749, -18.004802, -13.096952], [-21.899457, -12.776093, -11.417634], [-27.247620, -13.597121, -1.960799], [-22.750412, -12.950160, -0.508657], [-25.063917, -17.954416, -9.614530], [-26.158741, -7.919361, -16.248899], [-29.143765, -18.228608, -5.227199], [-27.305988, -19.489470, -10.878029], [-27.703446, -15.768921, -3.229339]], "forces_ev_per_a": [[-0.488, 0.726, -0.003], [0.583, 1.829, 0.850], [0.025, -1.703, -0.019], [0.577, 1.949, -0.542], [-0.581, 1.743, -0.410], [1.086, 0.890, 0.502], [0.181, -0.640, -0.910], [-0.416, 0.326, -0.322], [-0.709, -0.718, 1.938], [-0.357, -0.551, 0.659], [0.335, -0.349, -0.163], [-0.426, -0.207, -0.335], [-0.077, -0.615, 0.463], [0.427, -0.484, -0.492], [0.190, -0.338, 0.423], [0.636, -0.765, 0.282], [0.125, 0.071, 1.027], [-1.092, -0.279, -0.043], [-0.002, 0.658, -0.252], [-0.110, -0.241, 0.244], [0.286, 0.859, -0.290], [-0.593, -0.938, -0.373], [0.246, 0.743, -0.034], [0.496, -0.665, 0.502], [-0.812, 0.495, -0.186], [-1.583, 0.345, -0.141], [0.073, -1.626, -1.722], [-0.377, 0.155, -0.060], [-1.272, 0.263, -0.881], [1.717, -0.639, -0.028], [1.693, -1.059, -0.408], [1.408, -0.569, -0.207], [0.784, -0.958, -0.330], [0.509, 1.336, -0.513], [-1.406, -0.171, -0.154], [-0.554, -0.490, -0.483], [0.235, 2.639, -0.647], [0.570, -0.399, -0.662], [0.368, -0.573, -0.222], [-0.861, -0.817, 0.390], [-0.757, -1.635, 0.041], [-0.601, 0.214, 0.205], [-1.534, 1.000, 1.002], [0.296, -0.074, -0.047], [1.192, -0.625, -0.473], [-0.885, 0.064, 0.709], [0.228, -2.095, 1.112], [2.542, -0.570, 1.742], [0.808, -0.748, -0.624], [0.955, 0.354, 0.166], [2.265, -0.334, 0.611], [0.410, 1.204, 0.840], [1.111, -0.435, 0.542], [0.350, 2.471, -0.963], [-1.247, 1.428, -3.055], [0.711, 0.316, -1.214], [0.807, -0.074, 0.159], [-0.562, -2.391, -0.676], [-0.428, -0.941, 0.571], [0.729, -0.363, 0.045], [-0.272, 0.381, -0.278], [0.307, -0.143, 0.181], [2.369, -2.280, 0.691], [1.382, -0.872, -2.757], [-0.597, -1.839, -0.055], [-0.135, -1.479, 2.199], [-1.141, -0.349, 0.693], [-0.073, 1.673, -0.997], [-2.327, -1.003, 0.812], [-0.729, -1.526, 2.865], [0.194, -0.048, 1.342], [-0.827, 0.651, 1.047], [1.259, -1.057, -0.431], [-0.482, -0.211, -1.395], [1.272, 0.161, -1.445], [-1.428, -0.748, -1.410], [0.847, 0.704, 0.120], [0.825, 0.474, -1.036], [-0.818, -0.324, -0.251], [-0.340, 0.538, 0.117], [1.332, -0.756, 1.493], [0.947, -2.122, 0.061], [-2.178, -0.597, 0.339], [0.125, 1.163, 1.577], [0.048, -0.881, 1.372], [-0.326, -0.289, -0.849], [0.924, 0.410, -2.719], [1.640, -0.204, 0.022], [-0.112, 0.872, -0.976], [-0.567, -0.803, 0.927], [-0.041, -0.371, -0.814], [-2.171, 1.001, -0.997], [-2.241, -1.719, -0.244], [1.898, 1.156, 0.582], [-1.207, 0.040, 0.164], [-0.061, -2.659, -0.193], [-1.320, 0.185, -0.687], [-1.328, 1.666, -1.320], [-1.758, -0.291, 0.449], [0.137, -2.466, 0.388], [0.176, -0.073, 1.238], [0.959, -0.729, 1.943], [-0.228, 0.301, -0.175], [1.038, 0.947, 0.553], [0.640, -0.725, -1.038], [0.013, 1.310, -0.114], [0.854, -0.760, 0.563], [-0.135, -0.984, 1.978], [-1.269, 1.149, -0.748], [-0.517, 1.677, -0.666], [-0.850, -0.147, 2.265], [0.676, 1.191, 0.644], [-0.472, 0.114, 0.119], [-1.195, 0.879, 1.056], [-2.381, 1.239, 0.454], [-0.636, 1.549, -1.075], [0.418, 1.393, -0.054], [1.514, 2.063, 0.378], [-0.120, -0.326, -0.110], [0.968, 0.139, -0.437], [0.065, -0.616, -0.288], [1.594, 0.808, -0.796], [-0.798, -1.739, 0.616], [1.483, -0.460, 0.161], [-2.205, 1.867, 2.484], [2.077, 0.698, 0.634], [0.533, 0.097, 0.583], [0.376, 0.235, 0.346], [-1.406, -0.384, 1.566], [-0.378, -0.658, -0.427], [-0.053, 0.917, -0.026], [-0.605, 0.677, -0.516], [-0.961, 0.189, -0.062], [1.512, -0.766, -0.519], [-0.395, 0.293, 0.341], [0.037, -0.792, 0.021], [-0.428, 0.130, 0.161], [-0.875, -0.358, -1.018], [-0.247, 0.533, 0.957], [0.114, 0.628, -1.463], [0.074, -1.362, -0.165], [-0.328, -0.213, 0.157], [-0.744, 0.888, 0.644], [-0.924, 0.721, -0.420], [-0.910, 0.175, 0.071], [-0.858, -0.404, 0.699], [0.342, 1.627, -0.031], [0.414, 0.171, -0.089], [0.232, -0.024, -0.069], [-1.251, 0.501, 0.551], [-0.056, -0.134, -0.079], [-0.254, 0.076, 0.138], [-0.499, 0.375, -0.089], [-0.214, 0.506, -0.809], [-0.260, -0.052, -0.229], [0.505, -0.060, 0.380], [0.644, 0.263, 0.702], [0.646, 0.194, -0.049], [-0.373, 0.108, 0.116], [-0.330, -0.209, 0.693], [0.039, -0.052, 0.299], [-0.049, 0.001, -0.265], [0.553, 0.146, -0.444], [-1.089, -0.662, -0.591], [0.030, -0.143, -0.260], [-0.423, -0.769, -0.977], [0.599, -0.195, 1.296], [0.997, 0.534, 0.246], [0.436, 0.637, -0.338], [0.125, -0.164, -0.520], [0.517, -0.003, -0.517], [0.203, 0.573, -0.574], [-0.354, -0.707, 0.331], [-0.237, 0.079, -0.046], [0.434, -0.214, 0.445], [-0.349, 0.616, 0.631], [0.037, 0.076, 0.516], [1.081, 0.044, 0.289], [0.428, -0.599, -0.739], [0.804, -0.124, -0.191], [0.436, 0.171, -1.002], [-0.499, 0.777, -0.829], [-0.185, -0.324, -0.483], [-0.679, 0.171, 0.345], [-0.404, 0.621, -0.054], [0.243, -0.088, 0.751], [-0.630, 0.440, -0.992], [0.176, -0.432, -0.757], [-0.210, 0.759, -2.142], [0.064, -0.148, -0.543], [-0.298, 0.416, -0.527], [-0.493, 1.091, -1.141], [-0.035, 0.436, 0.324], [0.035, 0.010, -1.010], [0.222, 0.218, 0.439], [0.149, -0.033, 0.140], [2.349, -1.358, 0.673], [-0.531, 0.958, 0.629], [-0.627, 0.283, -1.510], [-0.285, 0.600, 0.112], [0.360, -0.291, 1.745], [0.034, -0.491, -0.579], [-1.177, 0.885, -0.842], [0.408, -0.758, 0.425], [-0.322, -0.218, 0.504], [-0.259, 0.342, -0.853], [-0.236, -0.472, 0.500], [-0.601, 0.503, -0.521], [-0.395, 0.049, -0.650], [0.221, 0.197, -0.654], [-0.594, -0.304, 0.174], [1.665, -0.534, 0.605], [-0.406, 0.066, -0.323], [0.043, 0.065, -0.852], [0.370, -0.331, 1.410], [0.141, -0.153, 0.612], [0.379, 0.881, -0.903], [-0.564, -0.061, -0.008], [0.765, 0.144, -0.578], [0.825, 0.366, -0.036], [0.510, -0.620, -0.440], [0.826, -0.085, 0.165], [-0.551, 0.764, -0.220], [-0.245, 0.443, 0.804], [0.262, -0.237, 0.070], [-0.188, -0.451, 0.446], [-0.003, 0.893, 0.744], [-0.142, -0.649, 0.217], [0.741, -0.301, -0.151], [0.170, 0.888, -0.723], [-0.054, 0.487, 0.752], [-0.340, -0.786, 0.334], [-0.171, -0.353, 0.309], [-0.268, -0.138, -0.258], [-0.712, 0.105, -0.165], [0.707, -1.692, 0.355], [0.477, 0.939, 0.762], [0.473, -0.336, 0.205], [-0.082, -0.168, -0.050], [-0.240, 0.525, -0.530], [-0.577, 0.705, 0.317], [-0.310, -0.434, -0.488], [0.851, -1.185, 1.072], [-0.491, 0.194, 0.105], [-0.162, 0.381, -0.373], [-0.197, -0.038, 0.104], [0.629, -0.073, -0.301], [-0.195, -0.389, -0.493], [0.191, 0.157, -0.467], [0.222, 0.301, 0.378], [0.001, 0.133, -0.253], [-0.069, 0.263, 0.168], [0.323, -0.130, 0.515], [0.376, 0.669, -0.479]], "lowdin_charge": [0.3351, 0.3372, 0.3978, 0.3652, 0.3290, 0.4162, -0.1790, -0.2127, -0.1858, -0.2449, -0.2031, 0.0856, 0.0532, 0.0465, -0.1922, 0.0742, -0.1752, 0.0782, -0.1766, -0.2316, -0.2334, 0.0427, 0.0664, -0.2022, 0.0733, 0.1064, -0.1472, -0.2343, 0.0439, -0.2035, -0.1652, -0.1694, -0.1688, -0.1748, -0.1564, 0.0376, 0.0618, -0.1744, 0.0769, -0.1924, -0.1943, -0.1796, 0.1095, -0.2147, -0.3500, -0.3486, -0.2890, -0.3520, -0.3805, -0.3471, -0.3282, -0.0470, -0.0429, -0.0409, -0.0351, -0.1534, -0.0701, -0.0787, -0.0700, -0.0156, -0.0621, -0.2043, -0.2842, -0.0402, 0.0118, -0.0388, -0.0407, 0.0360, -0.2008, -0.0104, -0.0555, -0.0795, -0.0642, -0.1668, 0.0149, -0.0659, -0.0554, -0.1523, -0.0592, -0.0652, -0.2562, -0.2397, -0.0707, -0.0196, -0.0995, -0.0735, -0.1476, -0.2671, -0.0482, -0.0050, -0.0581, -0.0774, -0.2879, -0.2633, -0.0188, -0.0279, -0.1251, -0.0673, 0.0229, -0.0169, 0.0195, -0.0874, -0.2155, -0.0509, -0.2031, -0.0788, 0.0071, -0.2417, -0.0601, -0.1953, -0.0635, -0.1942, -0.0515, -0.2227, -0.2924, -0.0936, -0.2612, -0.0403, -0.0198, -0.0919, -0.0191, -0.1563, -0.2575, -0.0727, -0.3447, -0.0986, -0.0736, -0.1624, -0.0615, 0.0718, 0.1077, 0.0673, 0.1126, 0.0854, 0.0822, 0.1160, 0.0729, 0.1362, 0.0915, 0.0869, 0.1378, 0.1163, 0.0973, 0.0946, 0.1029, 0.0969, 0.1386, 0.0845, 0.1186, 0.0979, 0.0881, 0.0748, 0.0843, 0.0666, 0.1014, 0.1067, 0.1023, 0.0549, 0.0876, 0.1277, 0.1003, 0.1120, 0.1326, 0.0959, 0.0819, 0.0912, 0.1390, 0.1173, 0.0882, 0.0768, 0.1217, 0.0617, 0.0847, 0.0581, 0.1159, 0.0681, 0.0819, 0.1361, 0.0932, 0.1006, 0.0838, 0.1357, 0.0739, 0.0737, 0.1208, 0.1019, 0.1072, 0.0557, 0.0890, 0.1041, 0.0941, 0.0563, 0.1113, 0.0690, 0.0847, 0.1104, 0.0481, 0.0997, 0.0897, 0.0831, 0.1154, 0.1172, 0.1123, 0.1048, 0.0735, 0.1005, 0.1126, 0.1125, 0.0538, 0.1116, 0.0743, 0.1065, 0.0786, 0.0575, 0.0373, 0.0769, 0.1349, 0.0703, 0.0820, 0.0752, 0.1318, 0.0728, 0.1207, 0.0718, 0.0590, 0.0693, 0.1317, 0.1043, 0.0865, 0.1094, 0.0831, 0.1182, 0.0739, 0.0960, 0.1095, 0.1233, 0.1242, 0.0959, 0.0524, 0.0581, 0.1221, 0.0917, 0.0959, 0.1066, 0.1198, 0.0603, 0.0961, 0.1280, 0.0794, 0.0739, 0.0798, 0.1180, 0.1158, 0.0911]}